Entry 1:
The following is a quantum chemistry calculation of the molecule C4H7NO2, from the OMol25 dataset.

```
14
Properties=species:S:1:pos:R:3:forces:R:3:lowdin_charge:R:1
N 1.79967 0.38946 1.88690 0.1 0.0 0.0 0.1239
C 0.84527 0.34085 0.89610 0.0 -0.2 0.0 -0.4477
O 0.66073 1.58491 0.39357 -0.1 0.0 0.0 0.0737
C 0.16275 -0.76677 0.53867 0.0 0.1 0.1 -0.0254
C -1.08153 -0.80802 -0.25854 0.0 0.1 0.3 -0.2873
C -1.43886 0.07900 -1.37830 -0.1 0.3 -0.1 -0.1463
O -1.06720 -1.25653 -1.62284 0.1 -0.2 -0.1 -0.0337
H 2.49205 1.11557 1.78552 0.0 -0.1 0.0 0.0996
H 2.14319 -0.49088 2.23572 0.0 0.1 -0.1 0.0993
H 0.45254 -1.69746 1.01837 0.0 0.1 0.0 0.1051
H -0.00283 1.53117 -0.30472 0.0 0.0 0.1 0.0743
H -1.93515 -1.23334 0.27661 0.1 0.1 -0.1 0.1389
H -0.74124 0.81980 -1.78075 -0.1 -0.2 0.0 0.1110
H -2.48775 0.33035 -1.54069 0.2 -0.1 0.0 0.1147
```
Positions in Å, forces in eV/Å.

Computed properties:
SMILES string: N/C(O)=C/[C@H]1CO1

=====

Entry 2:
The following is a quantum chemistry calculation of the molecule C4H7NO2 in a non-equilibrium geometry, from the OMol25 dataset.

```
14
Properties=species:S:1:pos:R:3:forces:R:3:lowdin_charge:R:1
C -0.05397 1.28539 1.17444 -0.1 -0.2 0.2 -0.0389
C -0.03980 -0.05488 0.41217 0.1 -0.7 0.4 -0.2371
C -1.38428 -0.60282 0.14909 -0.9 0.4 -0.9 -0.2699
O -1.75722 -1.19862 -0.83780 -0.3 0.0 0.3 0.0374
C 1.05991 -0.06810 -0.66282 0.1 -0.3 0.2 -0.5077
O 2.09043 0.56477 -0.50256 -0.4 -0.3 -0.1 0.0485
N 0.81735 -0.88763 -1.70556 0.1 0.0 0.0 0.1827
H -0.34975 1.15165 2.21348 0.1 0.1 0.1 0.0779
H 0.92943 1.76688 1.12803 -0.2 -0.4 0.1 0.0790
H -0.76897 1.98922 0.71860 0.2 -0.4 0.0 0.0924
H 0.00753 -1.06638 1.00929 1.6 1.7 0.2 0.2002
H -2.00082 -0.52442 1.07056 -0.3 0.0 -0.3 0.1401
H 1.56376 -1.08288 -2.35339 -0.1 0.2 0.0 0.1175
H -0.11360 -1.27219 -1.81350 0.2 -0.1 -0.1 0.0781
```
Positions in Å, forces in eV/Å.

Computed properties:
SMILES string: C[C@@H](C=O)C(N)=O

=====

Entry 3:
The following is a quantum chemistry calculation of the molecule C4H7NO2, from the OMol25 dataset.

```
14
Properties=species:S:1:pos:R:3:forces:R:3:lowdin_charge:R:1
O -0.99486 -1.45100 1.42297 0.0 0.0 -0.2 0.0027
C -1.49347 -1.23187 0.23844 0.3 -0.1 0.0 -0.0865
C -0.25078 1.74679 0.01070 -0.2 0.1 -0.1 -0.0561
O 1.05736 1.30044 0.36432 0.1 -0.1 0.0 -0.0758
C 1.48331 0.03812 0.18509 0.0 -0.3 -0.1 -0.2505
N 0.96744 -1.01496 -0.29997 0.1 0.3 0.2 0.0313
C -0.38936 -1.12026 -0.80672 -0.2 0.1 0.0 -0.2754
H -0.00700 -1.50784 1.41121 -0.1 0.1 0.0 0.1009
H -1.03479 1.08277 0.38590 0.1 0.1 0.0 0.0682
H -0.34074 1.85967 -1.07314 0.0 0.0 0.1 0.0973
H -0.35834 2.72263 0.48561 0.0 -0.1 -0.1 0.0975
H 2.50637 -0.01685 0.56124 -0.1 0.0 0.0 0.1344
H -0.66892 -0.34083 -1.52294 0.0 -0.1 0.1 0.0978
H -0.47622 -2.06681 -1.36270 0.0 0.1 0.1 0.1143
```
Positions in Å, forces in eV/Å.

=====

Entry 4:
The following is a quantum chemistry calculation of the molecule C4H7NO2, from the OMol25 dataset.

```
14
Properties=species:S:1:pos:R:3:forces:R:3:lowdin_charge:R:1
O 2.01281 -0.46907 1.21034 0.0 -0.2 0.1 -0.0004
C 0.76218 -0.55597 0.59983 -0.3 0.0 -0.1 -0.3446
C -0.27879 0.53647 0.92607 -0.1 0.1 0.2 -0.0749
N -0.64578 0.45747 -0.48331 -0.3 0.2 -0.3 -0.0904
C 0.63652 -0.11599 -0.87286 0.1 -0.1 -0.2 -0.0607
C -1.77882 0.66856 -1.17814 0.1 0.0 0.0 -0.3376
O -1.90703 0.46364 -2.37001 0.0 0.1 0.2 0.0132
H 2.25699 -1.32288 1.58319 0.0 0.2 -0.1 0.0979
H 0.25180 -1.52363 0.70247 0.4 0.0 0.2 0.1556
H -1.06219 0.32232 1.66052 0.1 0.0 -0.2 0.1214
H 0.20687 1.49645 1.14332 0.0 -0.1 0.1 0.1267
H 0.61498 -0.87378 -1.65879 -0.1 0.1 0.1 0.1247
H 1.36134 0.67292 -1.11566 -0.1 -0.2 0.0 0.1325
H -2.59733 1.04251 -0.53103 0.1 0.0 -0.1 0.1367
```
Positions in Å, forces in eV/Å.

Computed properties:
SMILES string: O=CN1CC(O)C1

=====

Entry 5:
The following is a quantum chemistry calculation of the molecule C4H7NO2 in a non-equilibrium geometry, from the OMol25 dataset.

```
14
Properties=species:S:1:pos:R:3:forces:R:3:lowdin_charge:R:1
C 1.66095 0.23142 0.00939 0.1 0.0 0.3 -0.0073
C -1.20264 1.17420 0.00972 -0.3 -0.2 0.4 -0.0444
C 0.49117 -0.69695 0.01769 -0.7 0.5 -0.7 -0.3074
C -0.81667 -0.27863 0.00438 2.3 0.2 -0.6 -0.2901
O 0.76797 -2.00875 -0.02362 0.2 -0.3 0.2 0.0785
N -1.72489 -1.29475 -0.20980 -2.4 0.4 1.4 0.0045
O -2.86989 -0.96084 0.14568 1.0 -0.9 -0.9 -0.0518
H 1.72152 -2.16564 -0.03154 -0.2 0.2 0.0 0.1176
H 2.43812 -0.12629 -0.66876 -0.1 -0.1 0.0 0.0923
H 1.39480 1.23732 -0.29903 -0.1 0.0 0.0 0.0780
H 2.10047 0.28822 1.00668 0.1 0.0 0.1 0.0987
H -2.28898 1.22814 0.06927 0.1 0.1 0.0 0.0680
H -0.78907 1.69483 0.87133 0.0 0.1 0.0 0.0817
H -0.88287 1.67773 -0.90138 0.1 0.0 0.0 0.0816
```
Positions in Å, forces in eV/Å.

Computed properties:
SMILES string: C/C(O)=C(\C)N=O

=====

Entry 6:
The following is a quantum chemistry calculation of a structure of composition C4H7NO2, from the OMol25 dataset.

```
14
Properties=species:S:1:pos:R:3:forces:R:3:lowdin_charge:R:1
C -1.63945 -1.20993 0.20128 -0.2 -0.2 0.1 -0.0833
N -0.72206 -0.12473 0.08216 -0.2 0.0 0.2 -0.0214
C -0.80865 1.03101 0.59915 -0.1 -0.4 -0.1 -0.2469
O 0.13428 1.82552 0.16678 0.3 -0.2 -0.3 0.0214
C 0.79016 0.73675 -0.83278 0.4 0.4 -0.3 -0.4670
O 0.60693 0.87459 -1.99519 0.0 0.2 0.4 0.1199
C 1.97753 0.10827 -0.15982 0.0 0.0 0.1 0.0033
H -2.50563 -0.94228 0.81323 -0.1 -0.1 0.0 0.0805
H -1.98377 -1.48916 -0.79830 0.0 0.0 0.1 0.0871
H -1.14322 -2.07819 0.64169 -0.1 0.0 0.0 0.0815
H -1.54765 1.38141 1.32687 0.2 0.1 -0.2 0.1531
H 2.83890 0.75258 -0.35268 -0.1 0.0 0.1 0.0945
H 2.17852 -0.86988 -0.60422 -0.1 0.2 0.0 0.0942
H 1.82412 0.00404 0.91183 0.0 0.0 -0.1 0.0832
```
Positions in Å, forces in eV/Å.

=====

Entry 7:
The following is a quantum chemistry calculation of the molecule C4H7NO2, from the OMol25 dataset.

```
14
Properties=species:S:1:pos:R:3:forces:R:3:lowdin_charge:R:1
O 2.21477 -0.01725 0.28392 0.1 -0.2 0.0 -0.0029
C 0.85610 0.04086 0.61021 -0.3 0.1 0.0 -0.3197
C 0.13060 1.26519 0.04655 0.2 0.1 0.0 -0.1402
N -1.23739 0.81929 -0.31401 0.0 0.0 -0.1 -0.0530
C -1.33380 -0.64181 -0.24131 0.0 -0.2 0.0 -0.1274
C 0.08460 -1.11438 -0.00935 0.1 -0.3 0.0 -0.3235
O 0.59471 -2.16886 -0.30871 -0.2 0.5 0.1 0.1120
H 2.38760 -0.94833 0.06577 0.1 0.1 0.0 0.0940
H 0.70597 -0.01947 1.70272 0.0 0.0 -0.1 0.1657
H 0.07887 2.08282 0.77232 0.0 -0.1 -0.1 0.1125
H 0.70058 1.61415 -0.82354 -0.1 0.0 0.1 0.1254
H -1.46776 1.13935 -1.24507 0.0 0.0 0.1 0.1017
H -1.75198 -1.09586 -1.14446 0.1 0.1 0.1 0.1294
H -1.96287 -0.95569 0.60496 0.1 0.0 -0.1 0.1258
```
Positions in Å, forces in eV/Å.

Computed properties:
SMILES string: O=C1CNC[C@@H]1O

=====

Entry 8:
The following is a quantum chemistry calculation of a cluster of 2 separate species, C4H7NO2 in total in a non-equilibrium geometry, from the OMol25 dataset.

```
14
Properties=species:S:1:pos:R:3:forces:R:3:lowdin_charge:R:1
N 0.06716 -1.26615 0.11488 0.0 -0.3 0.1 -0.0076
C -1.57018 0.68383 1.42253 0.2 -0.1 0.6 -0.3103
O -1.26230 0.23748 2.45769 -0.3 0.4 -0.9 0.1387
C -1.91735 1.25144 0.28633 0.0 -0.1 0.1 -0.0108
C 1.52320 0.60680 -0.50281 0.4 0.2 -0.4 -0.2539
C 1.11803 -0.83190 -0.79521 0.1 0.1 -0.1 -0.2319
O 2.36724 1.18250 -1.14729 -0.4 -0.2 0.4 0.0417
H 0.43512 -1.52023 1.02730 0.0 0.1 -0.1 0.0824
H -0.39067 -2.09363 -0.24497 0.0 0.0 0.0 0.0800
H -2.47805 2.17973 0.29048 0.1 -0.2 0.1 0.0603
H -1.64350 0.75630 -0.63620 -0.1 0.1 0.2 0.0502
H 0.98514 1.10987 0.33299 0.1 -0.2 -0.2 0.1128
H 0.73213 -0.84704 -1.82740 0.2 0.0 0.3 0.1267
H 2.03402 -1.44899 -0.77832 -0.2 0.2 -0.1 0.1217
```
Positions in Å, forces in eV/Å.

Computed properties:
SMILES string: C=C=O.NCC=O

=====

Entry 9:
The following is a quantum chemistry calculation of the molecule C4H7NO2S in a non-equilibrium geometry, from the OMol25 dataset.

```
15
Properties=species:S:1:pos:R:3:forces:R:3:lowdin_charge:R:1
C -0.47691 2.38087 0.32022 -0.6 -0.2 -0.4 0.0217
C 0.31737 1.13279 0.57486 0.8 0.7 0.9 -0.5401
C 1.40608 -0.63871 -0.44756 0.8 0.3 0.9 -0.1922
C 0.39481 -1.65594 -0.23495 -2.0 -0.7 -0.3 -0.2832
H -0.22057 2.85921 -0.62917 0.1 -0.2 0.2 0.0848
H -1.52368 2.01924 0.23291 0.4 0.5 0.2 0.1034
H -0.37217 3.09556 1.14334 -0.1 -0.4 -0.1 0.0915
H 1.95994 -0.89981 -1.33331 0.2 0.2 -0.6 0.1354
H 2.10341 -0.72687 0.37893 0.3 0.3 0.3 0.1317
H 0.77761 -2.64396 -0.07978 0.3 -0.8 0.1 0.1054
H -2.98576 -1.99979 -0.35708 0.0 -0.5 0.0 -0.1575
N -0.84782 -1.40953 -0.32541 -0.2 -1.1 -0.3 -0.2982
O 0.51627 0.67092 1.67499 -0.2 -0.1 -0.9 0.1032
O 0.88103 0.65166 -0.55927 -0.4 0.3 -0.2 0.0047
S -1.92959 -2.83564 -0.35872 0.6 1.7 0.3 0.6893
```
Positions in Å, forces in eV/Å.

Computed properties:
SMILES string: CC(=O)OC/C=N/S

=====

These records have energy values of -361.7911; -361.8424; -361.7217; -361.8157; -361.7481; -361.8088; -361.8301; -361.7945; -760.0083 hartree, in the order they appear.
These records have HOMO-LUMO gap values of 9.08; 10.77; 9.37; 9.89; 8.59; 10.61; 9.94; 9.89; 9.83 eV, in the order they appear.